Entry 1:
The following is a quantum chemistry calculation of one molecule with the formula C20H28ClNO4, from the OMol25 dataset.

Properties
SMILES string: CCOC(=O)C1(CC2CC2)CCN(Cc2cc(Cl)c(O)c(OC)c2)CC1
Spin multiplicity: 1
LUMO (eV): 0.548
HOMO (Eh): -0.304
Electronic energy (Eh): -1594.800109
Strongest force on any atom (eV Å⁻¹): 0.68
Total charge: 0

Atoms and positions in Å:
C 4.65 -2.39 0.64
C 4.06 -2.75 2.00
H 4.62 -2.29 2.81
H 4.03 -3.83 2.12
O 2.73 -2.23 2.14
C 1.74 -2.95 1.60
O 1.91 -4.00 1.04
C 0.38 -2.31 1.86
C 0.44 -0.79 1.69
C 0.74 -0.43 0.23
N -0.31 -0.95 -0.63
C -0.33 -2.40 -0.56
C -0.64 -2.87 0.86
H -0.63 -3.96 0.88
H -1.64 -2.52 1.13
H -1.11 -2.76 -1.24
H 0.63 -2.84 -0.89
C -0.17 -0.46 -1.99
C -0.45 1.01 -2.06
C 0.33 1.86 -2.82
C 0.03 3.21 -2.88
C -1.04 3.74 -2.18
C -1.83 2.87 -1.40
C -1.54 1.52 -1.36
H -2.12 0.84 -0.76
O -2.87 3.49 -0.75
C -3.71 2.69 0.06
H -4.22 1.93 -0.53
H -4.44 3.38 0.48
H -3.14 2.21 0.86
O -1.33 5.07 -2.24
H -2.11 5.22 -1.69
Cl 1.01 4.27 -3.83
H 1.18 1.48 -3.37
H 0.83 -0.67 -2.40
H -0.90 -0.99 -2.61
H 0.77 0.65 0.12
H 1.73 -0.83 -0.06
H 1.21 -0.37 2.34
H -0.52 -0.36 1.95
C 0.04 -2.72 3.31
C -1.34 -2.33 3.78
C -2.50 -3.28 3.61
C -1.92 -3.03 4.97
H -2.50 -2.45 5.68
H -1.34 -3.82 5.43
H -3.47 -2.87 3.38
H -2.31 -4.24 3.15
H -1.56 -1.28 3.69
H 0.15 -3.81 3.39
H 0.78 -2.26 3.97
H 5.68 -2.73 0.59
H 4.08 -2.86 -0.15
H 4.63 -1.31 0.50


Entry 2:
The following is a quantum chemistry calculation of one molecule with the formula C5H12N2O at a distorted geometry, from the OMol25 dataset.

Properties
SMILES string: C[C@H](C=O)NCCN
Spin multiplicity: 1
LUMO (eV): 0.924
HOMO (Eh): -0.308
Energy relative to the best compared isomer or geometry (same formula, charge and spin) (kJ/mol): 378.8
Electronic energy (Eh): -382.358243
Strongest force on any atom (eV Å⁻¹): 6.52
Total charge: 0

Atoms and positions in Å:
N 1.90 -2.32 1.24
C 1.08 -1.55 0.22
C 1.39 -0.05 0.00
N 0.18 0.77 0.32
C -1.48 2.33 -0.52
C -0.88 0.93 -0.72
C -1.86 -0.22 -0.52
O -2.12 -0.52 0.61
H 1.79 -2.03 2.22
H 2.40 -3.07 1.10
H 1.16 -1.99 -0.84
H -0.01 -1.53 0.76
H 2.25 0.26 0.70
H 1.88 0.20 -1.03
H -0.32 0.63 1.22
H -0.82 3.13 -0.92
H -2.36 2.43 -1.26
H -1.54 2.52 0.54
H -0.36 0.92 -1.66
H -2.29 -0.84 -1.46


Entry 3:
The following is a quantum chemistry calculation of one molecule with the formula C6H12O, from the OMol25 dataset.

Properties
Spin multiplicity: 1
LUMO (eV): 0.345
HOMO (Eh): -0.305
Energy relative to the best compared isomer or geometry (same formula, charge and spin) (kJ/mol): 363.7
Electronic energy (Eh): -310.920732
Strongest force on any atom (eV Å⁻¹): 0.49
Total charge: 0

Atoms and positions in Å:
C -0.22 -2.00 -1.82
C -0.45 -1.20 -0.55
C -0.82 1.41 0.68
C -0.79 2.69 1.38
C 0.37 0.59 0.99
C 0.74 -0.33 -0.17
O 1.86 -1.09 0.23
H 0.65 -2.66 -1.72
H -0.07 -1.34 -2.68
H -1.08 -2.64 -2.04
H -0.65 -1.86 0.30
H -1.33 -0.55 -0.66
H -0.44 3.34 0.55
H -1.80 3.06 1.62
H -0.09 2.80 2.22
H -0.01 -0.04 1.82
H 1.25 1.12 1.40
H 1.02 0.33 -1.02
H 2.16 -1.58 -0.54


Entry 4:
The following is a quantum chemistry calculation of C23H22CdN8O7S2 as an isolated structure, from the OMol25 dataset.

Properties
Spin multiplicity: 1
LUMO (eV): 4.371
HOMO (Eh): -0.078
Electronic energy (Eh): -2818.513196
Strongest force on any atom (eV Å⁻¹): 0.79
Total charge: -2

Atoms and positions in Å:
Cd -0.52 -0.05 -0.62
O 1.42 -0.67 0.38
C 1.49 -1.81 0.96
C 2.73 -2.52 0.95
C 2.89 -3.75 1.56
C 1.82 -4.35 2.23
C 0.61 -3.68 2.28
C 0.41 -2.42 1.69
C -0.89 -1.81 1.85
N -1.27 -0.74 1.28
N -2.54 -0.30 1.56
C -2.87 0.78 0.87
O -2.16 1.43 0.04
C -4.26 1.28 1.15
C -4.60 2.59 0.86
C -5.88 3.07 1.14
C -6.83 2.23 1.71
C -6.49 0.91 1.99
C -5.22 0.43 1.71
H 3.55 -2.05 0.42
H 3.84 -4.26 1.51
H 1.93 -5.32 2.70
H -0.23 -4.14 2.79
H -1.59 -2.31 2.53
H -3.86 3.24 0.42
H -6.13 4.10 0.93
H -7.83 2.59 1.92
H -7.23 0.25 2.44
H -4.95 -0.59 1.93
N -3.01 2.37 -2.77
N -1.72 2.98 -3.02
H -3.07 2.12 -1.78
H -2.99 1.48 -3.24
H -0.99 2.44 -2.56
H -1.73 3.88 -2.57
O -3.40 -2.66 -2.14
N -2.51 -1.85 -1.83
O -2.63 -0.63 -2.07
O -1.45 -2.25 -1.26
N 5.51 -1.16 2.32
C 4.89 -0.24 1.46
C 3.87 0.58 1.94
C 3.26 1.49 1.10
C 3.68 1.61 -0.22
C 4.72 0.82 -0.69
C 5.33 -0.10 0.15
S 2.78 2.69 -1.31
O 3.63 2.93 -2.46
O 2.41 3.85 -0.53
N 1.46 1.86 -1.65
C 1.44 0.87 -2.54
S 2.63 0.52 -3.82
C 1.69 -0.87 -4.29
C 0.59 -0.97 -3.52
N 0.45 -0.01 -2.56
H 4.90 -1.48 3.06
H 5.92 -1.95 1.83
H 3.54 0.47 2.96
H 2.44 2.11 1.44
H 5.03 0.93 -1.72
H 6.12 -0.73 -0.22
H 2.00 -1.51 -5.10
H -0.17 -1.74 -3.59


Entry 5:
The following is a quantum chemistry calculation of a 2-piece molecular cluster, C9H19NO3 overall at a distorted geometry, from the OMol25 dataset.

Properties
SMILES string: CC/C=[N+](/[O-])O.CC(=O)C(C)(C)C
Spin multiplicity: 1
LUMO (eV): 0.724
HOMO (Eh): -0.311
Energy relative to the best compared isomer or geometry (same formula, charge and spin) (kJ/mol): 465.6
Electronic energy (Eh): -634.617434
Strongest force on any atom (eV Å⁻¹): 5.67
Total charge: 0

Atoms and positions in Å:
C -3.36 -0.62 0.10
C 3.27 -0.07 1.39
C 0.99 -0.76 2.19
C 1.29 1.48 1.01
C 2.41 -1.69 -0.87
C -3.66 0.05 -1.25
C -2.43 0.35 -2.06
C 1.77 -0.02 1.10
C 1.36 -0.84 -0.14
N -1.77 1.45 -2.15
O -0.80 1.69 -2.81
O -2.33 2.57 -1.40
O 0.25 -0.81 -0.63
H -4.23 -0.94 0.49
H -2.91 -1.56 -0.24
H -2.74 0.00 0.69
H 3.80 0.44 0.59
H 3.47 0.41 2.38
H 3.79 -0.96 1.56
H -0.12 -0.69 1.99
H 1.39 -1.84 2.33
H 1.20 -0.38 3.11
H 1.78 2.05 0.10
H 0.27 1.59 1.00
H 1.83 1.91 1.99
H 3.20 -2.21 -0.30
H 1.92 -2.57 -1.34
H 2.87 -1.13 -1.73
H -4.34 0.94 -1.19
H -4.36 -0.64 -1.80
H -2.14 -0.53 -2.65
H -1.70 3.33 -1.45